{"formula": "C45H103N10O8P", "method": "the ωB97M-V functional and the def2-TZVPD basis", "max_force_ev_per_a": 5.69, "spin_multiplicity": 2, "orbital_gap_ev": [1.505, 7.507], "charge": -1, "de_lowest_kj_mol": 0.0, "energy_ev": -88895.802, "elements": ["C", "O", "N", "C", "C", "H", "H", "H", "H", "H", "H", "H", "C", "O", "N", "C", "C", "H", "H", "H", "H", "H", "H", "H", "C", "O", "N", "C", "C", "H", "H", "H", "H", "H", "H", "H", "C", "O", "N", "C", "C", "H", "H", "H", "H", "H", "H", "H", "O", "P", "N", "C", "C", "N", "C", "C", "N", "C", "C", "H", "H", "H", "H", "H", "H", "H", "H", "H", "H", "H", "H", "H", "H", "H", "H", "H", "H", "C", "C", "C", "C", "C", "C", "N", "O", "C", "C", "C", "H", "H", "H", "H", "H", "H", "H", "H", "H", "H", "H", "H", "H", "H", "H", "H", "H", "H", "H", "C", "C", "C", "C", "C", "C", "N", "O", "C", "C", "C", "H", "H", "H", "H", "H", "H", "H", "H", "H", "H", "H", "H", "H", "H", "H", "H", "H", "H", "H", "C", "C", "C", "C", "C", "C", "N", "O", "C", "C", "C", "H", "H", "H", "H", "H", "H", "H", "H", "H", "H", "H", "H", "H", "H", "H", "H", "H", "H", "H"], "coordinates": [[4.54, 3.30, -3.41], [5.16, 2.44, -3.96], [3.66, 4.08, -4.02], [3.44, 5.42, -3.43], [3.41, 3.98, -5.51], [4.57, 3.46, -2.32], [3.68, 6.29, -4.04], [3.93, 5.52, -2.46], [2.40, 5.46, -3.11], [2.47, 4.44, -5.80], [4.08, 4.53, -6.18], [3.51, 2.93, -5.77], [-2.98, 4.55, 3.67], [-3.92, 5.26, 3.30], [-1.89, 4.84, 4.38], [-1.74, 6.10, 5.05], [-0.90, 3.83, 4.70], [-2.86, 3.51, 3.33], [-2.24, 6.12, 6.02], [-2.47, 6.71, 4.51], [-0.73, 6.50, 5.09], [0.07, 4.18, 4.34], [-0.98, 3.22, 5.60], [-0.97, 3.06, 3.94], [-0.74, -1.25, 5.27], [0.27, -0.60, 4.99], [-0.97, -1.59, 6.52], [-2.13, -2.51, 6.81], [-0.01, -1.39, 7.61], [-1.60, -1.38, 4.60], [-1.93, -3.50, 7.22], [-2.69, -2.55, 5.88], [-2.82, -2.01, 7.49], [1.02, -1.61, 7.33], [-0.01, -0.34, 7.90], [-0.35, -2.02, 8.44], [2.70, 2.00, 0.72], [3.11, 2.73, -0.18], [1.45, 1.53, 0.84], [1.15, 0.67, 2.03], [0.28, 1.78, -0.03], [3.34, 1.73, 1.58], [1.21, -0.32, 1.60], [0.20, 0.93, 2.50], [1.88, 0.68, 2.84], [-0.23, 2.65, 0.38], [0.61, 2.03, -1.03], [-0.27, 0.85, -0.13], [-2.26, 1.99, -1.41], [-3.22, 3.10, -1.55], [-2.42, 4.52, -2.02], [-1.81, 4.55, -3.44], [-1.71, 5.40, -1.06], [-4.19, 3.38, -0.17], [-5.13, 4.50, -0.12], [-4.45, 2.38, 0.89], [-4.47, 2.93, -2.71], [-4.45, 1.78, -3.47], [-5.43, 3.98, -3.18], [-1.47, 5.57, -3.62], [-2.68, 4.51, -4.11], [-1.10, 3.78, -3.72], [-2.20, 6.35, -1.27], [-0.63, 5.46, -1.14], [-1.98, 5.24, -0.01], [-5.26, 4.86, 0.90], [-4.86, 5.39, -0.69], [-6.15, 4.25, -0.43], [-4.35, 2.97, 1.81], [-5.48, 2.03, 0.92], [-3.67, 1.65, 0.67], [-5.42, 1.35, -3.22], [-4.18, 1.91, -4.52], [-3.61, 1.21, -3.07], [-5.13, 4.99, -2.93], [-6.33, 4.02, -2.56], [-5.71, 3.78, -4.21], [5.84, -0.69, 0.97], [4.90, -1.59, 1.77], [3.78, -2.16, 0.85], [2.99, -3.32, 1.52], [3.99, -4.47, 1.77], [5.36, -4.11, 2.43], [5.85, -2.73, 2.04], [7.04, -2.37, 2.53], [5.35, -4.24, 4.03], [6.46, -4.91, 1.65], [4.47, -0.99, 3.16], [6.62, -0.20, 1.55], [5.25, 0.08, 0.47], [6.40, -1.09, 0.12], [3.07, -1.42, 0.46], [4.15, -2.62, -0.07], [2.22, -3.45, 0.76], [2.57, -3.07, 2.49], [4.05, -5.06, 0.85], [3.66, -5.15, 2.55], [4.79, -3.46, 4.55], [5.11, -5.26, 4.33], [6.42, -4.17, 4.20], [7.46, -4.84, 2.08], [6.38, -6.00, 1.74], [6.58, -4.65, 0.60], [3.78, -1.66, 3.68], [3.95, -0.04, 3.15], [5.34, -0.83, 3.80], [7.64, -2.56, 1.80], [0.83, -1.81, -1.74], [0.64, -1.77, -3.24], [-0.08, -0.40, -3.50], [0.67, 0.84, -3.38], [1.94, 0.67, -4.27], [2.80, -0.52, -3.93], [1.93, -1.75, -4.01], [2.66, -2.81, -3.71], [3.64, -0.79, -5.09], [3.58, -0.37, -2.57], [-0.22, -2.90, -3.66], [-0.15, -1.72, -1.28], [1.27, -2.72, -1.35], [1.38, -1.00, -1.25], [-0.55, -0.54, -4.47], [-0.90, -0.23, -2.80], [0.07, 1.70, -3.69], [1.14, 1.11, -2.44], [2.67, 1.48, -4.30], [1.73, 0.83, -5.33], [3.11, -1.33, -5.88], [4.46, -1.48, -4.85], [4.22, 0.06, -5.45], [3.67, 0.64, -2.17], [4.64, -0.52, -2.77], [3.28, -1.08, -1.79], [0.20, -3.90, -3.71], [-1.09, -2.81, -3.01], [-0.69, -2.83, -4.64], [2.80, -3.21, -4.57], [-4.91, -1.75, 1.09], [-4.33, -2.01, -0.32], [-2.80, -1.82, -0.29], [-2.04, -2.88, 0.49], [-2.37, -4.22, -0.04], [-3.88, -4.53, 0.00], [-4.71, -3.40, -0.57], [-6.01, -3.70, -0.86], [-4.03, -5.67, -1.10], [-4.30, -4.98, 1.42], [-4.93, -1.07, -1.45], [-5.77, -2.34, 1.41], [-5.31, -0.74, 1.00], [-4.17, -1.70, 1.89], [-2.51, -1.54, -1.30], [-2.52, -0.91, 0.23], [-2.30, -2.73, 1.54], [-0.97, -2.69, 0.41], [-1.76, -4.92, 0.52], [-1.92, -4.38, -1.02], [-3.57, -6.59, -0.73], [-5.04, -5.98, -1.36], [-3.32, -5.59, -1.93], [-3.83, -5.89, 1.78], [-4.12, -4.16, 2.11], [-5.36, -5.20, 1.46], [-4.56, -1.32, -2.44], [-4.86, -0.03, -1.14], [-5.98, -1.27, -1.63], [-5.88, -3.87, -1.79]], "lowdin_charge": [-0.395, 0.023, -0.150, -0.056, -0.027, 0.130, 0.084, 0.081, 0.076, 0.080, 0.078, 0.068, -0.370, -0.015, -0.199, -0.074, -0.096, 0.112, 0.088, 0.078, 0.090, 0.090, 0.085, 0.062, -0.425, -0.035, -0.178, -0.185, -0.088, 0.109, 0.065, 0.035, 0.060, 0.076, 0.074, 0.071, -0.355, -0.040, -0.156, -0.042, -0.046, 0.121, 0.076, 0.072, 0.062, 0.088, 0.057, 0.078, -0.278, 0.587, -0.287, -0.064, -0.119, -0.287, -0.138, -0.087, -0.311, -0.189, -0.088, 0.073, 0.059, 0.062, 0.070, 0.074, 0.069, 0.071, 0.070, 0.067, 0.049, 0.077, 0.065, 0.091, 0.083, 0.058, 0.064, 0.056, 0.080, -0.045, -0.417, -0.124, -0.161, -0.129, -0.403, -0.223, -0.029, -0.011, -0.055, -0.006, 0.079, 0.070, 0.086, 0.083, 0.119, 0.091, 0.098, 0.109, 0.098, 0.067, 0.069, 0.063, 0.065, 0.072, 0.087, 0.063, 0.048, 0.081, 0.104, -0.037, -0.470, -0.140, -0.160, -0.134, -0.474, -0.156, -0.014, -0.067, 0.019, -0.038, 0.056, 0.085, 0.064, 0.124, 0.106, 0.105, 0.084, 0.080, 0.118, 0.096, 0.082, 0.088, 0.069, 0.078, 0.042, 0.089, 0.079, 0.083, 0.110, -0.059, -0.453, -0.142, -0.193, -0.169, -0.420, -0.178, -0.007, -0.045, -0.060, -0.024, 0.078, 0.057, 0.054, 0.096, 0.110, 0.097, 0.096, 0.117, 0.103, 0.068, 0.069, 0.066, 0.072, 0.056, 0.074, 0.079, 0.062, 0.070, 0.099]}